{
  "formula": "C15H29NO7",
  "method": "the ωB97M-V functional and the def2-TZVPD basis",
  "spin_multiplicity": 1,
  "total_charge": 0,
  "e_above_lowest_kcal_mol": 0.00,
  "e_tot_ha": -1170.391113,
  "fmax_ev_per_a": 1.29,
  "mol_weight_g_mol": 335.40,
  "homo_lumo_gap_ev": 9.69,
  "smiles": "NC[C@H](O)C[C@H]1CCC(=O)O1.CCOC(C)=O.CCOC(C)=O",
  "elements": ["N", "C", "C", "O", "C", "C", "C", "C", "C", "O", "O", "H", "H", "H", "H", "H", "H", "H", "H", "H", "H", "H", "H", "H", "C", "C", "O", "C", "C", "O", "H", "H", "H", "H", "H", "H", "H", "H", "C", "C", "O", "C", "C", "O", "H", "H", "H", "H", "H", "H", "H", "H"],
  "coordinates": [[-0.652, -4.443, -1.724], [-0.186, -4.187, -3.084], [1.171, -3.483, -3.265], [2.168, -4.502, -3.277], [1.475, -2.419, -2.202], [0.600, -1.203, -2.363], [0.461, -0.183, -1.245], [-0.540, 0.738, -2.002], [0.045, 0.687, -3.406], [-0.200, 1.391, -4.348], [0.943, -0.345, -3.485], [-1.107, -3.626, -1.340], [0.101, -4.727, -1.112], [-0.119, -5.133, -3.629], [-0.947, -3.588, -3.592], [1.136, -2.960, -4.233], [3.032, -4.077, -3.224], [1.327, -2.841, -1.207], [2.531, -2.132, -2.298], [-0.428, -1.530, -2.587], [1.387, 0.406, -1.219], [0.199, -0.522, -0.247], [-1.516, 0.248, -1.941], [-0.657, 1.742, -1.599], [2.215, 4.246, -0.416], [1.006, 4.146, 0.492], [1.085, 3.020, 1.367], [1.729, 3.049, 2.549], [2.628, 4.220, 2.872], [1.626, 2.111, 3.291], [3.131, 4.415, 0.149], [2.091, 5.067, -1.122], [2.338, 3.320, -0.978], [0.836, 5.066, 1.052], [0.113, 3.970, -0.107], [3.638, 3.979, 2.541], [2.638, 4.349, 3.951], [2.323, 5.160, 2.418], [-2.143, -1.627, 4.264], [-1.702, -0.345, 3.589], [-1.607, -0.500, 2.167], [-2.655, -0.338, 1.346], [-4.050, -0.225, 1.911], [-2.448, -0.332, 0.160], [-3.144, -1.926, 3.951], [-2.147, -1.501, 5.347], [-1.461, -2.438, 4.009], [-2.345, 0.499, 3.838], [-0.696, -0.077, 3.909], [-4.489, -1.222, 1.943], [-4.638, 0.390, 1.235], [-4.097, 0.214, 2.903]]
}